Entry from the OMol25 dataset: 8 unconnected molecules or ions with the total composition C32H58N2O12S6 (the ωB97M-V functional and the def2-TZVPD basis).

```
110
Properties=species:S:1:pos:R:3
O 2.090 -3.427 3.183
S 0.798 -4.048 3.353
O 0.449 -5.223 2.595
C 0.524 -4.181 5.169
C -0.153 -2.851 5.569
C -0.300 -1.892 4.354
C -0.497 -2.784 3.139
H 1.488 -4.388 5.624
H -0.130 -5.031 5.359
H -1.138 -2.988 6.013
H 0.463 -2.357 6.319
H 0.630 -1.327 4.238
H -1.052 -1.127 4.530
H -0.393 -2.370 2.141
H -1.448 -3.293 3.318
O -0.551 0.144 -3.003
S -0.925 -0.612 -4.194
O -2.030 -1.548 -4.165
C -1.186 0.560 -5.546
C 0.087 0.526 -6.399
C 0.629 -0.908 -6.354
C 0.573 -1.377 -4.909
H -1.540 1.523 -5.188
H -2.046 0.111 -6.053
H -0.119 0.912 -7.395
H 0.755 1.254 -5.933
H 1.662 -0.961 -6.694
H 0.009 -1.591 -6.935
H 1.344 -0.981 -4.246
H 0.525 -2.460 -4.814
O -3.849 1.783 4.548
S -2.688 1.671 3.687
O -1.377 1.819 4.299
C -2.790 0.248 2.551
C -3.865 0.688 1.553
C -3.577 2.164 1.180
C -2.822 2.836 2.339
H -3.124 -0.601 3.148
H -1.819 0.081 2.087
H -3.792 0.035 0.683
H -4.855 0.593 1.992
H -4.545 2.618 0.974
H -2.931 2.272 0.311
H -3.186 3.791 2.717
H -1.807 3.031 1.994
O 2.407 1.396 4.367
S 3.042 2.689 4.418
O 4.126 2.875 5.360
C 3.536 3.291 2.758
C 3.027 4.708 2.606
C 2.568 5.234 3.990
C 1.901 4.059 4.750
H 2.923 2.682 2.086
H 4.568 3.065 2.507
H 3.767 5.387 2.183
H 2.136 4.772 1.977
H 1.964 6.134 3.941
H 3.465 5.424 4.586
H 0.932 3.802 4.315
H 1.853 4.241 5.817
O 0.631 -7.161 -2.281
S 1.017 -5.771 -2.131
O 2.163 -5.206 -2.811
C -0.430 -4.707 -2.456
C -0.128 -3.536 -1.560
C 0.226 -4.081 -0.154
C 1.201 -5.244 -0.377
H -1.321 -5.238 -2.122
H -0.497 -4.471 -3.515
H 0.745 -2.966 -1.898
H -0.912 -2.785 -1.495
H -0.670 -4.412 0.374
H 0.615 -3.263 0.453
H 1.000 -6.099 0.263
H 2.240 -4.933 -0.303
O 1.016 3.696 -5.676
S 2.194 4.396 -5.154
O 2.995 5.208 -6.042
C 1.860 5.251 -3.604
C 1.722 4.105 -2.583
C 2.618 2.895 -2.971
C 3.225 3.178 -4.355
H 0.980 5.877 -3.731
H 2.748 5.879 -3.538
H 1.993 4.474 -1.594
H 0.660 3.865 -2.547
H 2.022 1.987 -3.009
H 3.440 2.801 -2.268
H 3.313 2.323 -5.024
H 4.230 3.593 -4.273
C 0.629 1.262 1.714
C 0.921 -0.070 1.391
C 0.575 -0.298 0.102
N 0.182 0.903 -0.449
C 0.261 1.873 0.534
H 0.787 1.747 2.662
H 1.210 -0.842 2.088
H 0.498 -1.175 -0.522
H -0.284 1.011 -1.333
H -0.023 2.882 0.275
C -3.661 -2.536 0.867
C -3.014 -1.963 -0.260
C -3.655 -2.376 -1.389
N -4.621 -3.278 -0.990
C -4.667 -3.345 0.377
H -3.369 -2.425 1.898
H -2.144 -1.326 -0.195
H -3.591 -2.128 -2.433
H -5.282 -3.667 -1.635
H -5.356 -3.997 0.884
```

E_LUMO: 0.01 eV
max |F|: 1.75 eV/Å
structure (SMILES): O=S1(=O)CCCC1.O=S1(=O)CCCC1.O=S1(=O)CCCC1.O=S1(=O)CCCC1.O=S1(=O)CCCC1.O=S1(=O)CCCC1.c1cc[nH]c1.c1cc[nH]c1
multiplicity: 1
relative energy (zero: lowest compared OMol25 entry of this formula, charge and spin): 0.00 kcal/mol
Kohn-Sham gap: 0.3175 Ha

Mulliken population analysis, charges in e, atoms 1 to 4:
1 O -0.680
2 S 1.236
3 O -0.687
4 C -0.770

Entry from the OMol25 dataset: 2 unconnected molecules or ions with the total composition C2H3Cl2NS (the ωB97M-V functional and the def2-TZVPD basis).

```
9
Properties=species:S:1:pos:R:3
C 0.788 0.506 0.750
C -0.756 0.380 -1.160
N -0.077 -0.037 0.032
S 1.240 -1.480 2.235
Cl 1.616 1.824 1.291
Cl 0.117 -2.535 1.062
H -0.110 0.833 -1.996
H -1.488 1.014 -0.734
H -1.329 -0.505 -1.480
```

E_LUMO: -0.36 eV
max |F|: 5.80 eV/Å
multiplicity: 1
relative energy (zero: lowest compared OMol25 entry of this formula, charge and spin): 66.48 kcal/mol
Kohn-Sham gap: 0.2865 Ha

Mulliken population analysis, charges in e, atoms 1 to 4:
1 C 0.586
2 C -0.786
3 N -0.368
4 S -0.158

Entry from the OMol25 dataset: 8 unconnected molecules or ions with the total composition C31H83N7O13 (the ωB97M-V functional and the def2-TZVPD basis).

```
134
Properties=species:S:1:pos:R:3
C -4.594 3.661 1.339
O -4.410 2.618 0.441
C -5.204 1.508 0.736
C -5.126 0.425 -0.309
N -6.025 0.651 -1.459
C -6.248 -0.512 -2.367
C -7.298 -0.356 -3.489
O -8.618 -0.665 -2.972
C -9.248 0.360 -2.150
H -5.586 4.074 1.243
H -3.917 4.436 1.029
H -4.374 3.353 2.349
H -6.277 1.713 1.007
H -4.812 1.033 1.667
H -5.476 -0.522 0.131
H -4.033 0.246 -0.555
H -5.494 1.381 -1.972
H -6.507 -1.368 -1.803
H -5.293 -0.764 -2.854
H -7.068 -1.027 -4.297
H -7.102 0.715 -3.887
H -10.190 -0.080 -1.877
H -9.385 1.321 -2.667
H -8.667 0.444 -1.201
C 2.976 3.094 -0.533
O 1.747 3.293 -1.179
C 0.568 2.979 -0.422
C -0.659 2.941 -1.333
N -0.536 2.090 -2.475
C -1.493 2.412 -3.515
C -2.893 1.868 -3.149
O -3.904 1.856 -4.116
C -4.634 3.040 -4.173
H 3.063 3.442 0.474
H 3.708 3.669 -1.111
H 3.197 2.024 -0.463
H 0.428 3.718 0.356
H 0.690 1.939 -0.014
H -0.846 3.986 -1.743
H -1.600 2.743 -0.787
H 0.347 2.313 -2.895
H -1.188 1.918 -4.420
H -1.655 3.540 -3.616
H -3.220 2.368 -2.259
H -2.755 0.817 -2.810
H -4.267 3.775 -4.900
H -4.918 3.426 -3.166
H -5.663 2.703 -4.540
C 9.485 0.287 -3.515
O 8.737 1.380 -2.891
C 7.554 0.819 -2.420
C 6.476 0.768 -3.490
N 5.869 2.116 -3.590
C 4.689 2.234 -4.380
C 3.408 1.738 -3.695
O 3.184 0.472 -4.318
C 2.303 -0.349 -3.555
H 10.099 0.568 -4.403
H 8.734 -0.417 -3.951
H 10.187 -0.198 -2.747
H 7.208 1.403 -1.583
H 7.723 -0.212 -2.041
H 5.666 0.114 -3.173
H 6.855 0.375 -4.483
H 6.692 2.762 -3.836
H 4.727 1.633 -5.317
H 4.524 3.256 -4.788
H 2.626 2.480 -3.836
H 3.606 1.589 -2.650
H 2.029 -1.242 -4.101
H 1.340 0.171 -3.424
H 2.816 -0.694 -2.599
C 3.658 -4.187 -0.123
O 3.322 -2.813 0.090
C 2.241 -2.603 0.939
C 1.812 -1.023 0.819
N 2.748 -0.065 1.433
C 2.858 -0.231 2.911
C 4.121 0.503 3.421
O 5.234 0.109 2.632
C 5.957 -1.018 3.056
H 2.796 -4.548 -0.696
H 3.776 -4.798 0.745
H 4.462 -4.146 -0.815
H 2.466 -2.810 2.020
H 1.412 -3.177 0.551
H 0.755 -0.893 1.095
H 1.832 -0.821 -0.269
H 3.710 -0.267 1.136
H 2.889 -1.281 3.220
H 1.928 0.116 3.399
H 4.306 0.210 4.499
H 4.018 1.582 3.283
H 6.145 -1.180 4.123
H 6.910 -1.110 2.478
H 5.412 -1.946 2.818
C -5.172 -1.864 6.544
O -3.789 -1.660 6.831
C -3.257 -0.390 6.629
C -1.777 -0.437 6.664
N -1.360 -1.048 5.361
C -0.010 -1.601 5.411
C 0.357 -2.486 4.246
O -0.556 -3.548 4.039
C -0.121 -4.641 3.271
H -5.574 -1.259 5.705
H -5.799 -1.608 7.408
H -5.275 -2.906 6.197
H -3.624 0.324 7.390
H -3.685 0.032 5.674
H -1.504 -1.040 7.605
H -1.304 0.580 6.681
H -1.943 -1.857 5.290
H 0.114 -2.198 6.303
H 0.727 -0.797 5.398
H 1.326 -2.859 4.477
H 0.388 -1.880 3.322
H 0.862 -4.951 3.701
H -0.066 -4.537 2.204
H -0.866 -5.402 3.475
N -0.550 -2.112 -1.954
C -1.136 -1.928 -0.668
N -1.189 -0.604 -0.401
O -1.502 -2.796 0.073
H -0.761 -3.042 -2.311
H -0.939 -1.381 -2.515
H -1.822 -0.278 0.298
H -0.828 0.045 -1.034
O -2.332 -0.789 2.342
H -2.161 -1.740 2.214
H -2.020 -0.624 3.277
O 3.629 -3.661 -3.353
H 2.974 -3.131 -2.868
H 3.699 -3.182 -4.196
```

E_LUMO: 0.61 eV
max |F|: 3.15 eV/Å
structure (SMILES): COCCNCCOC.COCCNCCOC.COCCNCCOC.COCCNCCOC.COCCNCCOC.NC(N)=O.O.O
multiplicity: 1
relative energy (zero: lowest compared OMol25 entry of this formula, charge and spin): 38.92 kcal/mol
Kohn-Sham gap: 0.3340 Ha

Mulliken population analysis, charges in e, atoms 1 to 4:
1 C -0.949
2 O -0.153
3 C -0.768
4 C -0.169